A structure of composition C45H50NO3PbS5Te. Source: the OMol25 dataset; level of theory: ωB97M-V/def2-TZVPD.

Summary:
Energy above the lowest of the compared OMol25 structures with the same formula, charge and spin = 0.00 kJ/mol
Total charge = +1
Multiplicity = 1
Frontier orbital gap = 6.853 eV
HOMO energy = -9.748 eV

XYZ file:
```
106
C45H50NO3PbS5Te ωB97M-V/def2-TZVPD
Pb 0.23 0.05 0.69
C -0.80 4.25 3.20
C -0.88 2.74 3.24
C -1.99 2.10 2.68
C -3.01 2.90 1.91
C -2.15 0.72 2.84
C -3.48 0.06 2.57
C -1.11 -0.04 3.43
C -1.31 -1.52 3.67
C 0.02 0.61 3.96
C 1.00 -0.24 4.73
C 0.13 2.00 3.87
C 1.31 2.74 4.45
H -0.23 4.59 2.33
H -0.31 4.64 4.10
H -1.79 4.69 3.16
H -3.76 3.35 2.57
H -3.53 2.27 1.19
H -2.52 3.70 1.36
H -3.48 -0.52 1.64
H -4.27 0.80 2.50
H -3.73 -0.62 3.38
H -0.38 -2.07 3.52
H -2.06 -1.93 2.99
H -1.63 -1.69 4.70
H 0.51 -0.68 5.60
H 1.86 0.33 5.08
H 1.38 -1.06 4.11
H 1.60 3.58 3.82
H 2.18 2.10 4.57
H 1.06 3.14 5.44
S -2.41 0.23 -0.97
S -2.34 1.86 -2.12
S -0.37 2.59 -2.00
S 0.29 2.56 -0.08
C -1.43 -4.15 -6.26
C -1.44 -3.31 -5.02
C -2.63 -2.92 -4.42
C -2.65 -2.17 -3.25
C -4.00 -1.90 -2.63
O -4.87 -1.35 -3.26
C -4.21 -2.38 -1.23
C -5.30 -1.89 -0.52
C -5.54 -2.30 0.78
C -4.69 -3.22 1.38
C -3.62 -3.74 0.67
C -3.38 -3.33 -0.63
C -1.44 -1.73 -2.70
O -1.36 -1.00 -1.51
C -0.23 -2.07 -3.32
C -0.25 -2.87 -4.45
C 1.06 -1.57 -2.76
N 1.52 -1.92 -1.62
C 0.93 -3.06 -0.93
C 1.54 -4.37 -1.42
Te 3.69 -4.44 -1.29
C 3.80 -4.26 0.82
C 2.72 -4.51 1.66
C 2.83 -4.33 3.03
C 4.03 -3.92 3.58
C 5.13 -3.73 2.76
C 5.02 -3.90 1.39
C 1.80 -0.62 -3.61
C 1.15 0.20 -4.54
C 1.88 1.08 -5.32
C 3.26 1.12 -5.22
C 3.93 0.26 -4.36
C 3.20 -0.60 -3.55
H -2.38 -4.65 -6.40
H -0.64 -4.90 -6.21
H -1.24 -3.53 -7.14
H -3.58 -3.24 -4.83
H -5.95 -1.17 -1.02
H -6.38 -1.90 1.33
H -4.87 -3.54 2.40
H -2.97 -4.48 1.12
H -2.55 -3.76 -1.19
H 0.70 -3.15 -4.91
H -0.16 -3.10 -1.07
H 1.14 -2.94 0.13
H 1.31 -4.52 -2.48
H 1.13 -5.21 -0.86
H 1.78 -4.86 1.24
H 1.97 -4.52 3.66
H 4.11 -3.77 4.65
H 6.08 -3.45 3.20
H 5.90 -3.78 0.76
H 0.08 0.15 -4.64
H 1.36 1.74 -6.01
H 3.82 1.82 -5.84
H 5.01 0.23 -4.34
H 3.71 -1.30 -2.90
O 2.19 0.39 1.89
S 3.62 0.90 1.96
C 3.56 2.70 1.57
C 4.17 2.93 0.19
C 5.10 1.76 -0.08
C 4.34 0.51 0.34
H 4.12 3.20 2.36
H 2.51 3.00 1.63
H 4.71 3.88 0.16
H 3.38 2.97 -0.56
H 6.01 1.85 0.51
H 5.39 1.71 -1.13
H 4.97 -0.36 0.43
H 3.50 0.29 -0.32
```

These are the Mulliken partial charges, in e, on atoms 1 to 4: number 1, Pb, carries 1.29; number 2, C, carries -2.38; number 3, C, carries 0.87; number 4, C, carries 1.54

---

A structure of composition C10H11F4N2O3S2V in a non-equilibrium geometry. Source: the OMol25 dataset; level of theory: ωB97M-V/def2-TZVPD.

Summary:
Energy above the lowest of the compared OMol25 structures with the same formula, charge and spin = 198.30 kJ/mol
Total charge = -1
Multiplicity = 4
Frontier orbital gap (alpha / beta) = 5.445 / 7.290 eV
HOMO energy (alpha / beta) = -2.866 / -4.757 eV

XYZ file:
```
33
C10H11F4N2O3S2V ωB97M-V/def2-TZVPD
V 9.74 6.24 5.87
C 11.07 7.38 7.78
N 11.53 6.31 6.77
C 12.74 6.72 6.01
C 11.73 4.99 7.48
C 10.38 4.79 8.26
N 9.25 5.13 7.36
C 7.92 5.00 7.78
C 7.05 4.11 7.11
F 7.57 3.06 6.42
C 5.64 4.33 7.22
F 4.78 3.40 6.77
C 5.19 5.50 7.82
C 6.06 6.08 8.75
F 5.61 7.00 9.57
C 7.42 5.79 8.85
F 8.25 6.31 9.75
H 11.48 7.11 8.75
H 11.48 8.33 7.46
H 9.93 7.49 7.77
H 13.63 6.68 6.60
H 12.78 6.03 5.14
H 12.56 7.78 5.71
H 11.93 4.21 6.73
H 12.66 4.96 8.09
H 10.30 3.74 8.59
H 10.26 5.41 9.17
H 4.25 5.95 7.71
O 8.79 8.84 3.64
S 8.07 7.69 4.27
O 8.21 7.61 5.85
O 6.75 7.31 3.82
S 9.19 5.74 3.75
```

These are the Mulliken partial charges, in e, on atoms 1 to 4: number 1, V, carries 0.61; number 2, C, carries -0.60; number 3, N, carries 0.03; number 4, C, carries -1.16

---

A cluster of 3 separate species, C4H13NO3S2 in total in a non-equilibrium geometry. Source: the OMol25 dataset; level of theory: ωB97M-V/def2-TZVPD.

Summary:
Total charge = +1
Multiplicity = 2
Frontier orbital gap (alpha / beta) = 8.509 / 4.044 eV
HOMO energy (alpha / beta) = -13.196 / -13.080 eV

XYZ file:
```
23
C4H13NO3S2 ωB97M-V/def2-TZVPD
S 0.92 -2.91 0.72
S 1.13 -1.42 -0.64
C 1.62 0.10 0.25
C 0.70 0.40 1.42
C 0.57 1.92 1.70
O -0.39 2.52 1.34
N -0.56 -0.27 1.27
C -1.60 -0.08 2.25
H 2.20 -3.29 0.83
H 1.66 0.92 -0.46
H 2.63 -0.10 0.55
H 1.11 0.02 2.35
H 1.32 2.44 2.30
H -0.90 -0.03 0.37
H -2.38 0.52 1.80
H -2.01 -1.07 2.49
H -1.30 0.42 3.13
H -0.34 -1.18 -2.67
H -1.33 -1.03 -3.79
O -0.64 -1.58 -3.50
H -0.36 0.65 -4.18
H -0.91 1.96 -3.57
O -1.15 1.11 -3.96
```

These are the Mulliken partial charges, in e, on atoms 1 to 4: number 1, S, carries 0.01; number 2, S, carries 0.24; number 3, C, carries -0.78; number 4, C, carries 0.34

---

A structure of composition C4H4N2O2 in a non-equilibrium geometry. Source: the OMol25 dataset; level of theory: ωB97M-V/def2-TZVPD.

Summary:
Energy above the lowest of the compared OMol25 structures with the same formula, charge and spin = 402.19 kJ/mol
Multiplicity = 1
Frontier orbital gap = 9.773 eV
HOMO energy = -8.984 eV

XYZ file:
```
12
C4H4N2O2 ωB97M-V/def2-TZVPD
C 1.13 0.50 -0.06
C -0.35 0.13 -0.16
C -1.27 1.10 -0.11
C -2.16 -0.78 0.07
H 3.70 -0.67 -0.12
H 1.47 1.47 0.26
H -1.00 2.12 -0.07
H -2.83 -1.58 0.37
N 1.93 -0.47 0.00
N -2.54 0.51 0.16
O 3.19 0.08 0.12
O -0.83 -0.99 -0.13
```

These are the Mulliken partial charges, in e, on atoms 1 to 4: number 1, C, carries -0.29; number 2, C, carries 0.75; number 3, C, carries -0.34; number 4, C, carries -0.09

---

A cluster of 8 separate species, C6H28NO8 in total in a non-equilibrium geometry. Source: the OMol25 dataset; level of theory: ωB97M-V/def2-TZVPD.

Summary:
Energy above the lowest of the compared OMol25 structures with the same formula, charge and spin = 88.36 kJ/mol
Total charge = -1
Multiplicity = 1
Frontier orbital gap = 8.786 eV
HOMO energy = -5.607 eV

XYZ file:
```
43
C6H28NO8 ωB97M-V/def2-TZVPD
C -0.35 -0.85 -0.74
N -0.58 -0.34 0.63
C 0.14 -1.18 1.63
O 1.46 -0.99 1.58
C -1.51 -0.43 -1.66
C -1.83 1.09 -1.69
C -0.60 1.96 -2.02
C 0.01 1.61 -3.40
H 0.63 -0.44 -1.14
H -0.33 -1.92 -0.72
H -0.19 0.67 0.69
H -0.08 -2.24 1.51
H -0.23 -0.86 2.69
H -1.28 -0.82 -2.70
H -2.46 -0.94 -1.39
H -2.64 1.23 -2.39
H -2.20 1.40 -0.72
H 0.17 1.89 -1.28
H -0.90 2.97 -2.01
H 0.51 0.63 -3.34
H -0.74 1.64 -4.19
H 0.81 2.36 -3.65
H 3.08 1.23 2.23
H 1.94 0.29 2.34
O 2.25 1.16 2.72
H -1.27 1.66 3.04
H -1.99 1.32 1.66
O -1.66 2.07 2.18
H 1.39 -3.80 -1.46
H 1.47 -3.70 0.11
O 0.91 -4.01 -0.68
H -0.12 2.59 1.38
H 1.24 2.19 1.77
O 0.73 2.61 1.06
H 2.22 -2.27 1.36
H 2.34 -3.63 2.14
O 2.56 -3.24 1.27
H -2.46 -0.60 0.98
H -3.30 -1.90 0.67
O -3.35 -0.99 1.09
H 1.73 1.57 0.11
H 2.08 0.15 0.46
O 2.40 0.86 -0.11
```

These are the Mulliken partial charges, in e, on atoms 1 to 4: number 1, C, carries -0.58; number 2, N, carries 0.97; number 3, C, carries -0.61; number 4, O, carries -0.83

---

A cluster of 2 separate species, C4H4I2 in total in a non-equilibrium geometry. Source: the OMol25 dataset; level of theory: ωB97M-V/def2-TZVPD.

Summary:
Energy above the lowest of the compared OMol25 structures with the same formula, charge and spin = 144.76 kJ/mol
Multiplicity = 3
Frontier orbital gap (alpha / beta) = 8.398 / 7.860 eV
HOMO energy (alpha / beta) = -8.035 / -9.681 eV

XYZ file:
```
10
C4H4I2 ωB97M-V/def2-TZVPD
C -0.13 0.03 -1.01
C -1.49 -0.91 1.00
C -1.02 -1.01 -0.35
C 0.51 0.94 -1.48
I -1.01 0.83 1.97
I 3.08 0.49 1.41
H -2.05 -0.88 -0.87
H -0.70 -2.08 -0.78
H 1.18 1.70 -1.75
H 1.63 0.89 1.86
```

These are the Mulliken partial charges, in e, on atoms 1 to 4: number 1, C, carries -0.47; number 2, C, carries -0.33; number 3, C, carries -0.36; number 4, C, carries 0.10

---

> The highest multiplicity belongs to which entry?

C10H11F4N2O3S2V